Entry from OMol25: a cluster of 11 separate species, C45H73N7O7 in total at a distorted geometry (ωB97M-V/def2-TZVPD).

The molar mass is 824.1 g/mol. The HOMO energy comes out at -9.43 eV. The total energy is -2668.1723 Eh. For the HOMO-LUMO gap, the calculation gives 0.351 Ha. Its net charge is 0. Its SMILES is CNC(C)=O.CNC(C)=O.CNC(C)=O.c1ccncc1.c1ccncc1.c1ccncc1.c1ccncc1.C1CCOC1.C1CCOC1.C1CCOC1.C1CCOC1.

Each line ends with the Löwdin charge.
CARTESIAN COORDINATES (ANGSTROEM)
C 3.17 -6.81 -2.85  -0.062
N 2.65 -7.99 -2.17  0.007
C 2.51 -8.30 -0.90  -0.584
C 2.82 -7.24 0.16  0.003
O 2.20 -9.44 -0.56  0.019
H 2.65 -6.83 -3.81  0.084
H 4.21 -6.92 -3.18  0.076
H 3.17 -5.93 -2.20  0.080
H 2.47 -8.76 -2.79  0.143
H 3.21 -7.89 0.95  0.080
H 1.83 -6.93 0.51  0.087
H 3.55 -6.46 -0.05  0.068
C -0.01 0.95 -7.48  -0.076
N 0.04 -0.37 -8.03  -0.007
C -0.93 -1.16 -8.49  -0.552
C -0.53 -2.59 -8.87  -0.002
O -2.08 -0.77 -8.64  0.029
H 0.38 0.83 -6.47  0.084
H -0.99 1.43 -7.44  0.089
H 0.65 1.68 -7.95  0.079
H 0.84 -0.87 -7.67  0.129
H -0.57 -2.73 -9.95  0.080
H -1.25 -3.31 -8.48  0.081
H 0.51 -2.83 -8.64  0.067
C -1.06 3.04 1.33  -0.119
N -1.30 1.74 1.81  -0.013
C -0.60 0.60 1.50  -0.466
C 0.05 0.51 0.07  -0.012
O -0.49 -0.37 2.29  0.001
H -0.07 3.35 1.67  0.082
H -1.61 3.92 1.65  0.089
H -0.99 3.04 0.24  0.081
H -1.82 1.65 2.67  0.142
H 1.00 1.04 0.06  0.077
H -0.56 0.84 -0.78  0.066
H 0.11 -0.52 -0.30  0.072
C 2.40 -3.47 10.03  -0.075
C 2.66 -4.15 11.21  -0.098
C 3.00 -5.47 11.20  -0.133
N 3.36 -6.12 10.05  0.057
C 3.15 -5.46 8.91  -0.173
C 2.65 -4.18 8.86  -0.084
H 1.97 -2.48 9.98  0.105
H 2.49 -3.66 12.16  0.098
H 2.94 -6.09 12.09  0.100
H 3.27 -6.04 8.01  0.101
H 2.30 -3.70 7.95  0.100
C -8.46 -0.75 7.67  -0.071
C -8.06 0.63 7.74  -0.058
C -6.78 0.93 7.31  -0.206
N -5.90 0.04 6.93  0.042
C -6.29 -1.29 6.83  -0.101
C -7.61 -1.70 7.12  -0.082
H -9.41 -1.02 8.11  0.095
H -8.68 1.41 8.18  0.093
H -6.48 1.97 7.31  0.097
H -5.49 -1.94 6.50  0.095
H -7.87 -2.74 7.05  0.096
C -4.78 -4.42 -2.49  -0.072
C -5.27 -5.50 -3.26  -0.068
C -6.39 -6.21 -2.72  -0.120
N -6.98 -5.89 -1.52  0.051
C -6.36 -4.93 -0.82  -0.195
C -5.28 -4.18 -1.18  -0.070
H -4.10 -3.70 -2.92  0.095
H -4.87 -5.76 -4.22  0.090
H -6.75 -7.02 -3.34  0.090
H -6.95 -4.60 0.02  0.098
H -4.82 -3.45 -0.54  0.100
C -8.12 0.11 -2.80  -0.148
C -7.92 0.57 -1.57  -0.070
C -6.79 1.49 -1.44  -0.109
N -5.90 1.79 -2.45  0.047
C -6.19 1.15 -3.64  -0.138
C -7.35 0.39 -3.90  -0.072
H -8.94 -0.58 -2.95  0.107
H -8.67 0.45 -0.80  0.100
H -6.68 2.08 -0.54  0.088
H -5.60 1.38 -4.51  0.092
H -7.44 -0.25 -4.77  0.103
C 7.44 -0.95 -7.96  -0.216
C 7.09 -0.02 -6.89  -0.179
C 6.34 -1.01 -6.00  -0.205
O 5.57 -1.74 -6.95  -0.150
C 6.24 -1.87 -8.20  -0.180
H 8.29 -1.59 -7.71  0.115
H 7.86 -0.36 -8.77  0.116
H 6.35 0.72 -7.19  0.120
H 7.93 0.52 -6.45  0.122
H 5.64 -0.70 -5.22  0.116
H 6.99 -1.60 -5.36  0.111
H 5.61 -1.38 -8.95  0.114
H 6.46 -2.89 -8.49  0.117
C -2.77 8.52 -5.52  -0.185
C -3.61 8.31 -4.25  -0.172
C -4.43 9.58 -4.07  -0.159
O -4.59 9.94 -5.48  -0.168
C -3.36 9.72 -6.22  -0.188
H -2.67 7.77 -6.30  0.107
H -1.76 8.68 -5.15  0.101
H -2.98 7.99 -3.42  0.104
H -4.21 7.42 -4.46  0.108
H -3.97 10.36 -3.46  0.110
H -5.42 9.49 -3.61  0.115
H -2.71 10.59 -6.11  0.109
H -3.53 9.55 -7.28  0.116
C 1.78 5.20 8.85  -0.216
C 1.37 3.79 8.33  -0.136
C 2.71 3.29 7.69  -0.140
O 3.59 4.49 7.74  -0.195
C 2.80 5.71 7.97  -0.206
H 2.02 5.16 9.91  0.119
H 0.96 5.88 8.64  0.110
H 0.62 3.93 7.55  0.105
H 1.12 3.19 9.20  0.101
H 2.46 3.30 6.63  0.095
H 3.22 2.35 7.91  0.113
H 2.47 6.02 6.98  0.123
H 3.43 6.42 8.51  0.125
C 7.86 2.05 2.27  -0.153
C 7.42 0.60 2.04  -0.168
C 7.63 0.41 0.47  -0.177
O 7.39 1.72 -0.10  -0.197
C 7.71 2.79 0.88  -0.142
H 8.90 1.96 2.61  0.106
H 7.14 2.51 2.94  0.103
H 6.38 0.47 2.31  0.102
H 8.01 -0.10 2.62  0.102
H 6.86 -0.27 0.10  0.107
H 8.64 0.11 0.22  0.108
H 6.94 3.53 0.70  0.107
H 8.61 3.20 0.43  0.102